71
Properties=species:S:1:pos:R:3 method="wB97M-V/def2-TZVPD" homo_lumo_gap_ev="6.4 / 4.0" charge=+4 spin_multiplicity=5 s_squared=6.0365
Pt 0.318 -0.193 0.698
P -1.608 -1.486 0.415
P 1.713 -0.606 2.595
P 1.499 -1.645 -0.639
H 0.005 4.846 -1.152
C -0.060 3.886 -1.692
C -1.341 3.479 -1.953
H -2.153 3.706 -1.267
C -3.172 -0.578 0.506
C -1.695 -2.719 1.755
C -1.894 -2.481 -1.077
C 3.120 0.563 2.453
C 1.047 -0.241 4.273
C 2.457 -2.265 2.890
C 1.040 -1.856 -2.392
C 1.609 -3.425 -0.161
C 3.244 -1.127 -0.735
H 0.850 3.514 -2.200
H -1.662 3.341 -2.990
H -3.130 0.325 -0.112
H -3.406 -0.303 1.538
H -3.975 -1.226 0.127
H -1.539 -2.252 2.732
H -0.940 -3.499 1.614
H -2.689 -3.185 1.742
H -1.806 -1.861 -1.975
H -2.920 -2.875 -1.039
H -1.206 -3.330 -1.136
H 3.852 0.363 3.255
H 2.719 1.586 2.550
H 3.596 0.447 1.466
H 1.765 -0.595 5.033
H 0.089 -0.765 4.420
H 0.897 0.844 4.399
H 3.469 -2.138 3.311
H 2.513 -2.846 1.963
H 1.815 -2.808 3.604
H 1.939 -1.787 -3.009
H 0.344 -1.081 -2.712
H 0.586 -2.836 -2.565
H 1.384 -4.052 -1.040
H 0.904 -3.703 0.634
H 2.634 -3.675 0.159
H 3.716 -1.630 -1.597
H 3.804 -1.381 0.181
H 3.271 -0.039 -0.894
C -1.677 0.930 -3.102
C -0.406 1.371 -2.628
C 0.667 1.336 -3.525
C 0.507 0.737 -4.773
C -0.664 0.044 -5.078
C -1.732 0.050 -4.190
O -2.930 1.401 -2.712
H -2.937 2.377 -2.573
H -0.237 1.677 -1.582
H 1.630 1.769 -3.244
H 1.320 0.780 -5.488
H -0.802 -0.469 -6.028
H -2.682 -0.447 -4.405
C 0.194 3.134 0.989
C -0.581 2.388 1.966
N -0.707 1.064 2.017
C -1.608 0.758 3.039
C -2.020 1.941 3.610
N -1.390 2.954 2.892
H 0.553 4.082 1.409
H 1.038 2.543 0.617
H -0.441 3.347 0.112
H -1.931 -0.250 3.232
H -2.690 2.114 4.436
H -1.478 3.960 3.034

=====

85
Properties=species:S:1:pos:R:3 method="wB97M-V/def2-TZVPD" homo_lumo_gap_ev=8.8
N -2.811 -3.569 2.588
C -2.152 -4.425 1.825
N -2.896 -5.215 0.817
N -0.684 -4.539 2.064
C 0.113 -3.910 0.962
C -0.174 -2.350 0.725
C 0.065 -1.958 -0.847
C -0.880 -2.801 -1.845
S -2.014 -1.778 -2.896
C -3.690 -1.862 -2.031
O -4.052 -2.980 -1.515
O -4.553 -0.789 -1.939
H -3.821 -3.555 2.369
H -3.908 -5.014 0.836
H -2.598 -4.992 -0.148
H -0.471 -5.559 1.995
H 1.229 -3.995 1.275
H 0.010 -4.568 0.022
H -1.241 -2.011 0.962
H 0.520 -1.678 1.368
H 1.175 -2.127 -1.058
H -0.173 -0.828 -0.905
H -0.188 -3.494 -2.462
H -1.525 -3.493 -1.200
H -2.134 -2.476 -4.093
C 0.455 0.829 -3.110
O 1.765 0.507 -2.644
C 2.693 1.442 -2.916
O 2.502 2.482 -3.499
O 3.869 1.015 -2.426
C 4.955 1.915 -2.644
H -0.207 0.006 -2.835
H 0.089 1.741 -2.633
H 0.447 0.931 -4.198
H 4.769 2.870 -2.148
H 5.127 2.060 -3.713
H 5.851 1.469 -2.208
C -4.395 -0.974 -8.920
O -4.806 0.007 -7.970
C -4.875 -0.444 -6.704
O -4.623 -1.569 -6.337
O -5.270 0.572 -5.921
C -5.389 0.234 -4.537
H -4.375 -0.500 -9.902
H -3.389 -1.335 -8.690
H -5.105 -1.803 -8.950
H -4.426 -0.080 -4.134
H -6.140 -0.546 -4.394
H -5.712 1.126 -4.000
C -7.315 -5.902 6.566
O -6.181 -6.426 5.878
C -5.058 -5.700 6.033
O -4.952 -4.687 6.683
O -4.076 -6.300 5.339
C -2.815 -5.634 5.413
H -8.159 -6.565 6.371
H -7.136 -5.879 7.644
H -7.565 -4.906 6.195
H -2.456 -5.601 6.445
H -2.886 -4.627 4.995
H -2.100 -6.203 4.818
C 2.204 5.126 -0.740
O 2.214 4.194 0.341
C 2.731 4.679 1.484
O 3.165 5.795 1.649
O 2.680 3.708 2.411
C 3.200 4.086 3.685
H 1.768 4.628 -1.607
H 1.588 5.994 -0.494
H 3.221 5.432 -0.994
H 2.624 4.913 4.106
H 4.257 4.351 3.607
H 3.108 3.227 4.351
C 5.924 7.064 0.773
O 7.287 6.745 1.057
C 7.580 6.693 2.367
O 6.808 6.886 3.276
O 8.885 6.386 2.490
C 9.339 6.295 3.839
H 5.802 7.079 -0.311
H 5.257 6.305 1.184
H 5.670 8.053 1.162
H 8.808 5.504 4.373
H 9.221 7.253 4.351
H 10.401 6.044 3.817

=====

76
Properties=species:S:1:pos:R:3 method="wB97M-V/def2-TZVPD" homo_lumo_gap_ev="9.6 / 3.1" charge=+1 spin_multiplicity=2 s_squared=0.7551
C -25.644 -27.329 -4.168
O -24.919 -26.851 -5.264
C -23.594 -27.448 -5.334
C -22.918 -27.149 -6.680
O -21.547 -27.618 -6.706
C -20.552 -27.013 -5.895
C -19.219 -27.765 -5.677
O -18.545 -28.131 -6.901
C -17.167 -28.546 -6.866
H -26.243 -26.540 -3.715
H -25.026 -27.922 -3.493
H -26.490 -27.926 -4.509
H -23.561 -28.537 -5.327
H -22.831 -27.262 -4.578
H -22.909 -26.099 -6.972
H -23.470 -27.699 -7.442
H -20.883 -26.941 -4.859
H -20.354 -25.968 -6.135
H -19.444 -28.614 -5.032
H -18.440 -27.209 -5.155
H -16.804 -28.510 -7.893
H -17.022 -29.592 -6.596
H -16.471 -27.951 -6.275
C -22.919 -27.062 -10.666
O -22.334 -25.789 -10.486
C -23.163 -24.830 -9.901
C -22.489 -23.480 -9.588
O -21.297 -23.609 -8.832
C -21.055 -22.755 -7.779
C -19.701 -23.092 -7.108
O -19.412 -22.285 -5.979
C -18.151 -22.686 -5.494
H -23.616 -26.917 -11.492
H -23.360 -27.233 -9.684
H -22.127 -27.798 -10.803
H -23.592 -25.193 -8.967
H -24.039 -24.681 -10.532
H -23.108 -22.766 -9.044
H -22.249 -22.983 -10.528
H -21.787 -22.852 -6.977
H -21.120 -21.725 -8.132
H -18.911 -22.924 -7.839
H -19.700 -24.092 -6.674
H -17.296 -22.575 -6.160
H -18.103 -23.648 -4.984
H -17.996 -22.096 -4.590
C -16.507 -25.111 -0.880
O -17.735 -24.459 -1.208
C -18.621 -24.936 -2.178
O -18.517 -25.928 -2.826
O -19.569 -24.018 -2.255
C -20.615 -24.219 -3.094
H -15.780 -24.865 -1.654
H -16.542 -26.194 -0.764
H -16.196 -24.659 0.062
H -20.317 -23.944 -4.106
H -21.343 -23.491 -2.736
H -21.046 -25.218 -3.034
C -19.947 -24.033 1.308
C -20.404 -25.249 0.664
N -20.834 -26.219 0.150
H -18.948 -23.721 1.004
H -19.903 -24.129 2.393
H -20.723 -23.296 1.104
C -25.367 -23.222 -5.437
C -24.546 -23.426 -4.253
N -23.884 -23.492 -3.315
H -25.426 -22.169 -5.714
H -26.335 -23.469 -5.001
H -25.195 -23.932 -6.246
C -16.644 -29.117 -1.549
C -15.988 -28.621 -0.325
N -15.378 -28.254 0.594
H -17.131 -28.280 -2.049
H -17.306 -29.958 -1.345
H -15.819 -29.504 -2.147

=====

82
Properties=species:S:1:pos:R:3 method="wB97M-V/def2-TZVPD" homo_lumo_gap_ev=8.6
C 1.700 0.159 0.709
C 0.418 -0.068 1.759
C -0.671 1.129 1.395
Cl 0.250 2.731 1.804
C -2.077 1.008 2.296
F -1.537 0.428 3.542
C -2.515 2.623 2.313
O -2.556 3.490 3.326
N -2.895 2.767 0.840
C -3.957 1.714 0.644
C -5.415 2.341 1.174
C -5.830 3.744 0.386
P -4.075 1.489 -1.244
S -2.329 1.653 -2.175
C -3.425 0.429 1.583
C -3.081 -0.800 0.505
C -2.543 -2.180 1.255
C -1.888 -3.285 0.237
Cl -0.482 -2.672 -0.800
O -4.650 0.153 2.326
C -4.480 -0.633 3.537
N -4.150 -1.235 4.659
H 1.849 -0.859 0.104
H 2.681 0.293 1.342
H 1.508 1.010 -0.070
H 0.895 0.053 2.839
H 0.030 -1.149 1.539
H -0.860 1.080 0.243
H -3.055 3.728 0.477
H -5.370 2.652 2.326
H -6.322 1.598 0.952
H -5.031 4.085 -0.410
H -5.870 4.628 1.188
H -6.922 3.651 -0.034
H -4.594 0.194 -1.671
H -4.928 2.473 -1.917
H -2.251 -0.517 -0.269
H -4.114 -1.118 -0.001
H -1.878 -1.950 2.216
H -3.530 -2.687 1.696
H -2.714 -3.784 -0.466
H -1.465 -4.193 0.885
C 0.803 6.731 0.534
S -0.992 6.702 0.305
O -1.352 5.360 -0.262
C -1.028 7.894 -1.056
H 1.064 6.022 1.323
H 1.303 6.442 -0.393
H 1.117 7.734 0.832
H -0.416 7.533 -1.886
H -0.655 8.859 -0.706
H -2.062 8.007 -1.391
C 0.118 -8.152 2.657
S -1.548 -7.885 2.002
O -1.499 -6.664 1.132
C -2.294 -7.401 3.577
H 0.776 -8.431 1.830
H 0.489 -7.235 3.121
H 0.097 -8.962 3.390
H -1.776 -6.529 3.985
H -2.238 -8.235 4.280
H -3.343 -7.148 3.401
C 2.623 -3.023 -2.221
S 4.114 -2.018 -2.019
O 3.683 -0.585 -1.922
C 4.748 -2.283 -3.693
H 2.043 -2.973 -1.295
H 2.020 -2.636 -3.046
H 2.904 -4.060 -2.414
H 4.015 -1.942 -4.429
H 4.961 -3.345 -3.840
H 5.671 -1.710 -3.810
C 9.503 0.179 -3.099
S 7.708 0.149 -3.327
O 7.348 -1.192 -3.894
C 7.672 1.341 -4.688
H 9.764 -0.531 -2.309
H 10.003 -0.111 -4.025
H 9.817 1.182 -2.800
H 8.284 0.980 -5.518
H 8.045 2.307 -4.338
H 6.638 1.454 -5.024

=====

79
Properties=species:S:1:pos:R:3 method="wB97M-V/def2-TZVPD" homo_lumo_gap_ev=5.1 e_above_lowest_kj_mol=0.0
K -0.359 -1.279 0.485
C -1.119 -3.906 -2.288
C -0.113 -4.555 -1.327
N 0.926 -3.661 -0.839
C 2.099 -3.477 -1.663
C 1.853 -2.642 -2.920
S 1.048 -1.039 -2.593
C -0.521 -1.191 -3.510
C -1.781 -1.543 -2.713
N -1.620 -2.640 -1.780
H -1.925 -4.633 -2.450
H -0.673 -3.745 -3.269
H 0.304 -5.451 -1.816
H -0.672 -4.887 -0.454
H 1.181 -3.908 0.108
H 2.545 -4.432 -1.988
H 2.846 -2.966 -1.051
H 1.241 -3.180 -3.640
H 2.811 -2.439 -3.400
H -0.344 -1.898 -4.320
H -0.685 -0.221 -3.980
H -2.575 -1.716 -3.460
H -2.074 -0.663 -2.136
H -2.451 -2.771 -1.212
C 3.652 0.454 0.070
N 2.931 1.696 0.334
C 3.169 2.754 -0.631
P 1.747 1.698 1.464
O 1.223 0.372 1.808
O 0.615 2.716 0.863
P -0.520 2.460 -0.265
O -0.563 1.093 -0.811
N -0.111 3.598 -1.380
C -0.753 3.499 -2.685
C 0.431 4.913 -1.082
N -1.948 2.863 0.452
C -2.709 1.798 1.112
C -2.071 4.149 1.125
N 2.275 2.519 2.790
C 1.401 2.488 3.961
C 3.036 3.748 2.649
H 4.729 0.639 0.082
H 3.373 0.053 -0.909
H 3.414 -0.284 0.832
H 4.241 2.956 -0.700
H 2.670 3.670 -0.329
H 2.804 2.473 -1.624
H -1.062 2.471 -2.866
H -0.042 3.786 -3.462
H -1.628 4.153 -2.757
H 0.819 4.950 -0.067
H -0.331 5.693 -1.195
H 1.245 5.141 -1.776
H -2.661 0.886 0.523
H -3.754 2.107 1.179
H -2.345 1.586 2.121
H -1.540 4.925 0.578
H -1.680 4.113 2.148
H -3.124 4.429 1.171
H 0.886 1.531 4.011
H 0.658 3.294 3.935
H 2.004 2.604 4.862
H 3.777 3.646 1.859
H 3.564 3.945 3.583
H 2.395 4.614 2.434
Cl -1.870 -0.918 3.511
C -2.266 -2.331 2.543
C -3.460 -2.326 1.849
C -3.848 -3.419 1.077
C -3.017 -4.553 1.112
C -1.830 -4.560 1.795
C -1.310 -3.407 2.496
C -0.026 -3.342 2.994
H -4.105 -1.457 1.929
H -4.800 -3.425 0.564
H -3.331 -5.452 0.591
H -1.219 -5.457 1.806
H 0.603 -4.225 2.980
H 0.319 -2.487 3.557

=====

75
Properties=species:S:1:pos:R:3 method="wB97M-V/def2-TZVPD" homo_lumo_gap_ev=5.7 charge=+1
C 2.945 4.323 -0.426
C 3.863 3.575 0.549
C 3.846 2.032 0.412
C 4.080 1.520 -1.023
N 3.052 0.593 -1.548
C 1.693 1.070 -1.417
C 0.764 0.405 -2.470
C -0.529 -0.159 -1.855
C -1.771 0.212 -2.712
S -3.201 0.108 -1.612
C -4.724 0.331 -2.549
C -5.864 0.983 -1.742
N -6.649 -0.017 -1.014
C -6.117 -0.254 0.352
C -6.611 -1.631 0.844
C -7.994 0.537 -0.842
C -9.163 -0.387 -1.105
O -8.174 1.637 -0.509
O -3.050 1.389 -0.598
N -2.846 2.617 -1.383
O -2.267 3.394 -0.777
C 3.211 -0.713 -1.081
S 2.563 -1.354 0.260
S 4.233 -1.721 -2.156
C 5.504 -2.446 -1.095
C 6.809 -1.640 -1.051
C 7.697 -2.089 0.130
H 2.959 3.931 -1.443
H 3.287 5.353 -0.492
H 1.905 4.307 -0.103
H 4.893 3.890 0.394
H 3.538 3.846 1.550
H 4.696 1.690 1.001
H 2.965 1.614 0.894
H 5.016 0.965 -1.035
H 4.202 2.314 -1.757
H 1.266 0.913 -0.421
H 1.645 2.144 -1.573
H 0.475 1.183 -3.178
H 1.324 -0.368 -2.987
H -0.468 -1.246 -1.859
H -0.724 0.201 -0.844
H -1.899 -0.484 -3.540
H -1.660 1.203 -3.149
H -4.545 0.904 -3.456
H -5.082 -0.644 -2.881
H -5.512 1.791 -1.097
H -6.506 1.434 -2.494
H -6.408 0.533 1.052
H -5.027 -0.253 0.338
H -7.545 -1.537 1.388
H -6.773 -2.235 -0.044
H -5.874 -2.128 1.468
H -9.746 0.031 -1.922
H -8.852 -1.392 -1.363
H -9.777 -0.397 -0.207
H 5.140 -2.677 -0.096
H 5.754 -3.411 -1.533
H 7.365 -1.898 -1.951
H 6.647 -0.565 -1.079
H 7.093 -2.611 0.870
H 8.466 -2.778 -0.204
H 8.186 -1.251 0.619
C 2.618 -2.526 5.344
C 1.722 -1.866 4.307
C 0.465 -1.297 4.946
O 1.366 -2.815 3.301
H 2.100 -3.359 5.827
H 3.512 -2.935 4.871
H 2.925 -1.816 6.113
H 2.271 -1.068 3.804
H -0.122 -2.091 5.417
H -0.171 -0.832 4.191
H 0.708 -0.550 5.704
H 0.880 -3.531 3.727

=====

Number 1: total energy -58569.8571 eV. Number 2: total energy -72583.2129 eV. Number 3: total energy -45356.1222 eV. Number 4: total energy -128970.0173 eV. Number 5: total energy -95839.5801 eV. Number 6: total energy -67644.8168 eV.